(1)
14
Properties=species:S:1:pos:R:3:mulliken_charge:R:1 method="wB97M-V/def2-TZVPD" charge=0 e_lumo_ev="0.929 / 0.879"
C 0.04177 -1.91709 0.48437 -1.044
C -0.41290 -0.50323 0.56593 -0.281
C 0.12230 1.60998 0.85335 -0.735
N 0.17912 0.57223 0.00380 0.046
C 0.26471 0.81482 -1.43656 -0.974
H -0.45854 -2.46516 1.29077 0.315
H -0.25210 -2.38895 -0.46301 0.259
H 1.12416 -2.03244 0.61959 0.284
H -1.34681 -0.28428 1.06170 0.461
H 0.31527 1.42070 1.90004 0.360
H -0.36699 2.51392 0.50523 0.299
H -0.76641 0.82969 -1.80093 0.333
H 0.73130 1.78890 -1.61646 0.382
H 0.82511 0.04092 -1.96780 0.293

(2)
175
Properties=species:S:1:pos:R:3:mulliken_charge:R:1 method="wB97M-V/def2-TZVPD" charge=-1 e_lumo_ev=1.980
C -0.08391 -2.69163 0.29531 -0.507
C -0.98900 -1.40105 0.30659 2.027
C -1.22476 -0.75375 1.77610 0.936
C -1.61434 0.73121 1.90487 -0.943
C -0.75723 1.54928 0.92947 -0.413
C 0.15437 0.81383 -0.14052 2.232
N -0.48444 -0.37727 -0.69158 0.818
O -0.39847 -0.68832 -2.10079 -0.761
C 1.47156 0.38867 0.54821 -0.448
C 0.52073 1.92679 -1.18627 -1.350
C -2.38119 -1.83374 -0.10627 -1.679
H -0.15792 -3.29544 -0.60914 -0.485
H -0.45114 -3.37663 1.05952 -0.145
H 0.96585 -2.46710 0.48424 0.196
H -0.34762 -0.96218 2.38871 -0.702
H -2.07316 -1.28201 2.21113 -0.409
H -1.48932 1.22427 2.86891 0.464
H -2.66098 0.76226 1.60208 0.128
H -0.13664 2.11706 1.62271 0.450
H -1.35389 2.31309 0.43078 -0.629
H 1.82794 1.09991 1.29335 0.405
H 2.34552 0.38336 -0.10315 -0.619
H 1.54691 -0.60473 0.99045 -0.435
H 0.99514 1.54413 -2.08993 -0.669
H 1.13902 2.58430 -0.57513 0.435
H -0.32262 2.46122 -1.62360 0.269
H -2.31285 -2.29698 -1.09057 0.163
H -3.14250 -1.05454 -0.06942 -0.002
H -2.78109 -2.62078 0.53307 0.242
C -4.15375 -3.03123 3.12286 -0.384
C -5.60905 -3.03404 2.57749 -0.365
C -6.66754 -2.63972 3.68411 -0.728
C -6.63806 -3.50788 4.85392 0.271
N -6.64748 -4.21086 5.72321 -0.444
H -3.53646 -3.55136 2.39038 -0.394
H -4.17620 -3.67368 4.00311 0.560
H -3.87123 -1.99384 3.30206 0.152
H -5.86864 -4.05837 2.31015 0.058
H -5.83336 -2.51669 1.64468 0.416
H -7.69894 -2.71209 3.33905 0.348
H -6.60348 -1.59559 3.99034 0.364
C -0.19262 -3.82403 5.69440 -1.578
C 0.09124 -3.23211 4.31678 0.505
C 0.71396 -4.28552 3.26983 0.616
C -0.28580 -5.29001 3.11008 0.090
N -1.09839 -6.07069 2.94911 -0.678
H 0.61924 -3.76296 6.41915 0.308
H -0.33401 -4.90473 5.68051 0.359
H -0.96078 -3.18702 6.13287 0.449
H 0.74137 -2.40037 4.58813 0.015
H -0.70797 -2.62009 3.89870 -0.085
H 1.49857 -4.96679 3.59902 0.453
H 1.14895 -3.75794 2.42098 -0.262
C -2.19800 6.79005 -3.99288 -0.640
C -1.35913 6.39543 -5.21866 -0.520
C -1.84836 5.02495 -5.85066 -0.577
C -1.23459 3.86779 -5.08688 0.259
N -0.80921 2.96543 -4.47862 -0.367
H -2.43712 5.85079 -3.49417 -0.106
H -3.15925 7.22288 -4.26997 0.366
H -1.58998 7.45888 -3.38372 0.294
H -0.33113 6.29667 -4.87000 0.299
H -1.39781 7.26293 -5.87748 0.363
H -1.54321 5.00477 -6.89687 0.335
H -2.93479 5.06940 -5.77454 0.285
C 3.62326 2.63843 -6.32052 -1.497
C 3.27667 2.55247 -4.79968 -0.174
C 3.21637 1.19687 -4.24300 1.072
C 2.12327 0.49951 -4.79749 -0.089
N 1.17769 -0.02131 -5.15786 -0.613
H 2.93444 2.09076 -6.96370 0.328
H 4.65806 2.29647 -6.33974 0.341
H 3.43651 3.64069 -6.70613 0.409
H 2.26741 2.94774 -4.68458 0.062
H 4.01163 3.19309 -4.31230 0.386
H 3.04139 1.20776 -3.16720 -0.573
H 4.08623 0.57224 -4.44616 0.431
C -0.62084 6.97633 0.01183 -1.296
C 0.26291 5.83751 0.54626 0.455
C 1.72507 5.84641 0.02626 -0.494
C 1.87258 5.66017 -1.44548 0.169
N 2.03864 5.49840 -2.59771 -0.504
H -1.68406 6.87363 0.22894 0.366
H -0.47266 7.15385 -1.05336 0.296
H -0.38339 7.89578 0.54693 0.358
H -0.10464 4.82932 0.35508 -0.402
H 0.32500 5.83367 1.63448 0.461
H 2.20496 4.95356 0.42705 0.191
H 2.14296 6.79452 0.36470 0.488
C 1.99581 -4.71660 -3.53157 -0.389
C 0.85549 -5.71716 -3.81223 -0.957
C -0.53409 -5.35126 -3.10381 0.115
C -1.14400 -4.12826 -3.62622 0.120
N -1.58005 -3.09872 -4.02192 -0.527
H 1.80494 -3.70689 -3.89510 0.154
H 2.90269 -5.20835 -3.88351 0.461
H 2.07670 -4.53571 -2.45974 -0.102
H 1.03018 -6.73319 -3.45831 0.392
H 0.83179 -5.86863 -4.89140 0.400
H -0.39099 -5.37332 -2.02347 -0.075
H -1.32688 -6.06752 -3.31961 0.425
C -4.02024 4.64623 -1.40374 -1.123
C -5.03745 3.75097 -0.66584 -1.001
C -4.33009 2.43608 -0.28598 0.385
C -3.72622 1.67031 -1.36911 0.277
N -3.37105 1.11712 -2.29762 -0.515
H -3.00340 4.67494 -1.01219 0.178
H -4.33767 5.67951 -1.54394 0.543
H -3.96552 4.30097 -2.43616 0.400
H -5.91415 3.54082 -1.27849 0.359
H -5.43623 4.23157 0.22753 0.419
H -5.02307 1.75041 0.20161 0.529
H -3.57604 2.70914 0.45223 -0.406
C 7.79603 1.13204 -0.52902 -1.164
C 6.82770 1.65811 0.44890 -0.237
C 5.56909 2.18251 -0.17621 0.710
C 5.60371 3.46475 -0.89241 0.079
N 5.50421 4.45499 -1.43505 -0.605
H 7.51668 0.15856 -0.93200 0.203
H 8.72522 1.10847 0.04032 0.350
H 7.92703 1.69354 -1.45404 0.335
H 7.24308 2.40901 1.12100 0.495
H 6.46022 0.88758 1.12666 0.087
H 4.88016 2.50005 0.60650 0.146
H 4.95574 1.52819 -0.79570 -0.343
N 3.69025 -1.92001 -3.30336 0.165
C 3.23112 -1.23782 -2.22679 -1.377
C 4.19816 -1.43761 -1.20013 -0.334
C 5.31751 -2.03999 -1.82155 -1.200
C 4.97255 -2.33301 -3.09848 -0.989
H 3.02836 -2.31541 -3.95578 0.443
H 2.23900 -0.81163 -2.20489 1.510
H 4.21507 -1.15589 -0.15766 0.841
H 6.24021 -2.27820 -1.31333 0.563
H 5.40857 -2.83793 -3.94780 0.545
N 3.55277 -5.48573 1.50201 0.101
C 2.55660 -5.53365 0.55564 -0.490
C 1.64096 -6.51173 1.00327 -0.024
C 2.21113 -7.03763 2.18922 -0.934
C 3.40627 -6.41106 2.45645 -0.565
H 4.32058 -4.83101 1.45825 0.218
H 2.59936 -4.82642 -0.25947 0.323
H 0.75697 -6.85988 0.48970 0.512
H 1.82894 -7.83591 2.80815 0.374
H 4.06762 -6.49465 3.30618 0.407
N 4.63248 -0.32941 5.64529 -0.005
C 3.34299 -0.52834 5.14706 -0.962
C 3.10890 -0.17490 3.83786 0.069
C 4.42480 0.29342 3.54972 0.393
C 5.37296 0.10249 4.55274 -0.937
H 5.00399 -0.44198 6.57771 0.191
H 2.63151 -0.78245 5.91883 0.426
H 2.18664 -0.29107 3.28801 0.056
H 4.70909 0.73627 2.60660 0.342
H 6.44442 0.20491 4.64156 0.385
N -6.48234 -5.78746 -0.31261 0.013
C -5.48778 -6.09228 0.61772 -1.054
C -4.40539 -5.27028 0.33709 0.009
C -4.77020 -4.38486 -0.67068 -0.276
C -6.07918 -4.73658 -1.00596 -0.997
H -7.25566 -6.40725 -0.50742 0.202
H -5.60912 -6.87224 1.35484 0.429
H -3.44991 -5.33921 0.83578 0.738
H -4.13024 -3.62418 -1.09284 0.590
H -6.72203 -4.33648 -1.77607 0.457
N -4.31160 5.78729 4.63052 0.007
C -3.60129 6.71913 3.93235 -0.829
C -2.74389 6.05007 3.07514 -0.347
C -2.96596 4.68013 3.36341 0.615
C -3.90255 4.48116 4.28149 -0.942
H -5.04800 6.05467 5.26795 0.181
H -3.71812 7.77070 4.14903 0.384
H -2.03949 6.41314 2.34138 0.171
H -2.30058 4.00487 2.84601 0.318
H -4.15635 3.57189 4.80608 0.394

For the records above, the corresponding F_max values read 0.683; 4.408 eV Å⁻¹.
For the records above, the corresponding relative energy (zero: lowest compared OMol25 entry of this formula, charge and spin) values read 3.150; 3.215 eV.